1.
Below is a structure of composition C28H21N4O2S3V, with properties calculated with the ωB97M-V functional and the def2-TZVPD basis.

Calculated values
E	-3587.80867	Eh
2S+1	3
gap between HOMO and LUMO (alpha / beta)	6.28 / 6.64	eV

Last column: Mulliken spin population.
Positions of all 59 atoms, in Å:
1 V -0.486 0.048 -1.362  2.130
2 O 3.875 -0.311 -2.077  0.001
3 S 2.635 -0.702 -1.467  -0.008
4 O 1.943 -1.869 -1.930  0.009
5 N 1.535 0.498 -1.521  0.007
6 C 1.901 1.844 -1.543  0.017
7 C 3.163 2.396 -1.453  -0.002
8 C 3.355 3.792 -1.497  -0.003
9 C 2.312 4.658 -1.643  0.006
10 C 1.003 4.138 -1.743  -0.005
11 C -0.134 4.955 -1.925  0.007
12 C -1.369 4.388 -2.028  -0.006
13 C -1.490 2.993 -1.920  0.009
14 N -0.455 2.199 -1.733  -0.024
15 C 0.800 2.746 -1.670  -0.005
16 C 2.957 -0.982 0.259  0.006
17 C 2.203 -1.942 0.924  0.007
18 C 2.425 -2.167 2.274  0.000
19 C 3.396 -1.437 2.951  0.001
20 C 4.152 -0.488 2.277  -0.001
21 C 3.941 -0.262 0.923  0.001
22 H 4.030 1.759 -1.407  0.001
23 H 4.367 4.170 -1.431  0.000
24 H 2.465 5.728 -1.694  0.000
25 H -0.004 6.029 -1.990  0.000
26 H -2.260 4.981 -2.180  0.000
27 H -2.456 2.510 -1.978  -0.004
28 H 1.459 -2.507 0.378  -0.003
29 H 1.841 -2.915 2.794  0.000
30 H 3.575 -1.622 4.002  0.000
31 H 4.927 0.060 2.798  0.000
32 H 4.555 0.441 0.379  0.000
33 S -2.879 0.321 -0.955  -0.033
34 C -3.602 -1.183 -1.479  -0.003
35 C -4.961 -1.439 -1.283  0.012
36 C -5.523 -2.632 -1.699  -0.009
37 C -4.737 -3.599 -2.319  0.009
38 C -3.388 -3.361 -2.514  -0.003
39 C -2.815 -2.161 -2.093  0.017
40 S -1.088 -1.897 -2.329  -0.118
41 H -5.571 -0.686 -0.799  0.001
42 H -6.580 -2.810 -1.541  -0.001
43 H -5.175 -4.533 -2.647  0.001
44 H -2.761 -4.103 -2.992  0.001
45 N 0.420 0.617 2.739  0.005
46 C 0.460 0.859 1.416  0.049
47 N -0.272 0.014 0.732  -0.065
48 C -0.808 -0.874 1.666  0.019
49 C -1.602 -2.006 1.491  -0.014
50 C -1.946 -2.713 2.624  0.002
51 C -1.518 -2.317 3.902  -0.001
52 C -0.721 -1.206 4.085  0.003
53 C -0.376 -0.499 2.938  -0.006
54 H 0.930 1.131 3.436  0.000
55 H 1.038 1.664 0.990  -0.004
56 H -1.926 -2.313 0.507  -0.003
57 H -2.564 -3.596 2.527  0.000
58 H -1.815 -2.903 4.762  0.000
59 H -0.381 -0.905 5.067  0.000

2.
Below is a structure of composition C28H22B2InN6O20 at a distorted geometry, with properties calculated with the ωB97M-V functional and the def2-TZVPD basis.

Calculated values
total charge	+1
E	-3152.86056	Eh
ΔE to the lowest compared entry with this formula, charge and spin	3.458	eV
gap between HOMO and LUMO	1.13	eV

Last column: Mulliken charge in e.
Positions of all 79 atoms, in Å:
1 In -3.991 -28.965 -1.061  0.999
2 O 2.400 -25.204 -11.706  -0.390
3 C 2.312 -24.947 -10.556  0.633
4 O 2.666 -25.714 -9.628  -0.366
5 B 2.342 -25.049 -8.363  0.842
6 O 1.862 -23.705 -8.686  -0.346
7 C 1.789 -23.560 -9.921  0.688
8 O 1.477 -22.564 -10.507  -0.438
9 O 3.544 -25.023 -7.484  -0.412
10 C 3.257 -25.554 -6.326  0.670
11 O 4.062 -25.493 -5.379  -0.561
12 C 1.795 -26.087 -6.364  0.581
13 O 1.365 -25.886 -7.603  -0.415
14 O 1.168 -26.652 -5.416  -0.584
15 O -3.162 -26.076 -15.065  -0.447
16 C -4.089 -26.170 -14.245  0.654
17 O -4.088 -25.751 -13.057  -0.360
18 B -5.319 -26.190 -12.380  0.831
19 O -6.059 -26.995 -13.369  -0.366
20 C -5.448 -26.979 -14.498  0.660
21 O -5.860 -27.473 -15.556  -0.457
22 O -5.108 -26.991 -11.181  -0.393
23 C -5.372 -26.297 -10.135  0.650
24 O -5.015 -26.619 -8.959  -0.523
25 C -6.055 -24.923 -10.566  0.655
26 O -6.027 -24.945 -11.870  -0.396
27 O -6.504 -24.035 -9.806  -0.498
28 C 4.107 -26.800 1.901  -0.702
29 C 2.594 -26.855 1.845  0.288
30 N 1.431 -26.893 1.824  -0.365
31 H 4.566 -27.650 1.397  0.260
32 H 4.473 -26.967 2.914  0.270
33 H 4.427 -25.869 1.433  0.250
34 C -1.379 -20.153 -5.439  -0.729
35 C -1.815 -21.313 -4.707  0.329
36 N -2.219 -22.227 -4.099  -0.391
37 H -0.293 -20.099 -5.369  0.249
38 H -1.623 -19.167 -5.045  0.310
39 H -1.777 -20.310 -6.442  0.234
40 C 9.167 -25.654 -9.024  -0.632
41 C 9.020 -24.524 -9.954  0.239
42 N 8.951 -23.683 -10.717  -0.342
43 H 9.927 -26.317 -9.439  0.262
44 H 8.187 -26.130 -9.051  0.224
45 H 9.402 -25.258 -8.036  0.251
46 C 2.975 -18.165 -16.818  -0.761
47 C 2.399 -19.411 -17.347  0.335
48 N 1.900 -20.385 -17.784  -0.357
49 H 3.157 -17.380 -17.552  0.265
50 H 3.960 -18.355 -16.392  0.260
51 H 2.432 -17.779 -15.956  0.258
52 C 9.219 -33.293 -0.062  -0.299
53 C 9.216 -34.450 -0.839  -0.565
54 C 8.689 -34.349 -2.150  -0.137
55 C 8.213 -33.175 -2.691  -0.024
56 C 8.284 -32.017 -1.894  -0.172
57 C 8.755 -32.092 -0.582  -0.469
58 N 7.752 -33.084 -4.094  0.927
59 O 7.610 -34.107 -4.766  -0.574
60 O 7.349 -32.037 -4.526  -0.575
61 H 9.592 -33.260 0.951  0.364
62 H 9.513 -35.440 -0.527  0.388
63 H 8.620 -35.198 -2.814  0.417
64 H 8.261 -31.074 -2.420  0.357
65 H 8.832 -31.150 -0.060  0.360
66 C 7.525 -18.763 -5.088  -0.292
67 C 8.612 -18.103 -5.698  -0.412
68 C 8.529 -17.796 -7.044  -0.244
69 C 7.317 -17.965 -7.750  0.037
70 C 6.264 -18.614 -7.096  -0.187
71 C 6.426 -19.167 -5.830  -0.538
72 N 7.203 -17.569 -9.153  0.921
73 O 8.181 -16.953 -9.592  -0.553
74 O 6.130 -17.719 -9.779  -0.566
75 H 7.687 -19.039 -4.057  0.351
76 H 9.462 -17.787 -5.112  0.376
77 H 9.341 -17.244 -7.493  0.406
78 H 5.340 -18.877 -7.589  0.417
79 H 5.679 -19.759 -5.322  0.364

3.
Below is a structure of composition C28H22IrN6O3S, with properties calculated with the ωB97M-V functional and the def2-TZVPD basis.

Calculated values
E	-2136.88037	Eh
ΔE to the lowest compared entry with this formula, charge and spin	0.000	eV
2S+1	2
gap between HOMO and LUMO (alpha / beta)	6.50 / 6.24	eV

Last column: Mulliken spin population.
Positions of all 61 atoms, in Å:
1 Ir 0.217 -0.586 1.561  0.023
2 C -1.491 -2.269 5.214  -0.004
3 C -1.234 -1.103 4.290  0.054
4 O -1.028 -1.399 3.083  0.102
5 C -1.306 0.186 4.884  0.252
6 C -1.279 1.407 4.222  -0.064
7 C -1.443 2.714 4.926  0.004
8 N -1.105 1.324 2.912  0.243
9 N -1.137 2.407 2.170  0.166
10 C -0.957 2.049 0.888  0.044
11 O -0.782 0.856 0.473  0.097
12 C -0.970 3.106 -0.137  0.001
13 C -0.551 2.797 -1.429  0.013
14 C -0.531 3.777 -2.403  -0.009
15 C -0.933 5.069 -2.095  0.020
16 C -1.352 5.380 -0.808  -0.011
17 C -1.370 4.404 0.173  0.028
18 H -1.282 -3.202 4.698  0.001
19 H -2.530 -2.263 5.545  0.004
20 H -0.867 -2.190 6.104  0.000
21 H -1.468 0.192 5.954  0.017
22 H -1.610 2.566 5.990  -0.001
23 H -2.279 3.266 4.497  -0.003
24 H -0.553 3.326 4.782  -0.004
25 H -0.237 1.785 -1.650  0.004
26 H -0.200 3.538 -3.405  0.000
27 H -0.918 5.835 -2.858  0.001
28 H -1.665 6.387 -0.570  0.000
29 H -1.688 4.632 1.179  0.004
30 N 1.987 -3.918 -7.962  0.000
31 C 1.785 -3.529 -6.900  0.000
32 C 1.533 -3.045 -5.579  0.000
33 C 1.285 -1.688 -5.374  0.000
34 C 1.047 -1.224 -4.093  0.000
35 C 1.046 -2.104 -3.014  -0.001
36 C 1.286 -3.459 -3.229  0.000
37 C 1.535 -3.932 -4.503  0.000
38 C 0.776 -1.610 -1.638  -0.004
39 C 1.715 -0.737 -1.083  -0.003
40 C 2.895 -0.225 -1.690  0.000
41 C 3.462 0.661 -0.806  0.001
42 C 2.636 0.666 0.334  -0.001
43 N 1.603 -0.160 0.171  0.011
44 C -0.413 -2.040 -1.041  0.001
45 C -1.474 -2.769 -1.648  -0.002
46 C -2.502 -2.826 -0.740  0.003
47 C -2.060 -2.135 0.408  -0.001
48 N -0.824 -1.679 0.232  0.007
49 H 1.278 -1.009 -6.215  0.000
50 H 0.850 -0.174 -3.924  0.000
51 H 1.280 -4.140 -2.389  0.000
52 H 1.729 -4.982 -4.673  0.000
53 H 3.258 -0.494 -2.667  0.000
54 H 4.360 1.238 -0.934  0.000
55 H 2.757 1.227 1.247  -0.001
56 H -1.462 -3.168 -2.647  0.000
57 H -3.464 -3.291 -0.864  0.000
58 H -2.576 -1.970 1.338  -0.002
59 O 3.120 -0.070 4.866  0.001
60 S 2.547 -0.983 3.894  0.000
61 N 1.553 -0.420 2.934  0.009

4.
Below is a cluster of 3 separate species, C28H23F16O4PS in total at a distorted geometry, with properties calculated with the ωB97M-V functional and the def2-TZVPD basis.

Calculated values
E	-3719.15147	Eh
ΔE to the lowest compared entry with this formula, charge and spin	0.000	eV
SMILES	Cc1ccc(CC2=CC(=O)c3cccc([PH2]=S)c3C2=O)cc1.FC(F)C(F)(F)COC(F)(F)C(F)F.FC(F)C(F)(F)COC(F)(F)C(F)F
gap between HOMO and LUMO	6.93	eV

Last column: Mulliken charge in e.
Positions of all 73 atoms, in Å:
1 C -2.883 -4.077 4.504  -1.728
2 C -2.570 -3.493 3.146  1.041
3 C -1.500 -2.620 2.988  -0.865
4 C -1.192 -2.084 1.743  -0.033
5 C -1.967 -2.393 0.631  0.529
6 C -1.735 -1.834 -0.759  -1.501
7 C -0.592 -0.880 -0.884  0.927
8 C 0.418 -1.097 -1.726  -0.884
9 C 1.505 -0.124 -1.876  -0.050
10 O 2.205 -0.107 -2.856  -0.596
11 C 1.697 0.865 -0.775  0.554
12 C 2.928 1.497 -0.660  -0.949
13 C 3.125 2.400 0.367  -0.920
14 C 2.081 2.693 1.239  -0.772
15 C 0.833 2.094 1.105  0.469
16 P -0.480 2.629 2.250  0.470
17 S -1.836 3.757 1.422  -0.465
18 C 0.638 1.129 0.097  0.412
19 C -0.624 0.369 -0.074  0.421
20 O -1.665 0.698 0.434  -0.390
21 C -3.031 -3.280 0.797  -0.568
22 C -3.345 -3.816 2.037  -0.746
23 H -2.357 -5.020 4.627  0.373
24 H -3.954 -4.228 4.585  0.397
25 H -2.583 -3.379 5.280  0.369
26 H -0.897 -2.338 3.838  0.362
27 H -0.349 -1.415 1.656  0.394
28 H -1.561 -2.669 -1.432  0.537
29 H -2.633 -1.312 -1.090  0.355
30 H 0.469 -1.990 -2.329  0.438
31 H 3.688 1.219 -1.371  0.798
32 H 4.089 2.871 0.474  0.466
33 H 2.271 3.414 2.020  0.249
34 H -0.969 1.475 2.887  -0.019
35 H 0.204 3.406 3.196  0.047
36 H -3.632 -3.541 -0.063  0.437
37 H -4.187 -4.487 2.104  0.392
38 F 7.465 -1.162 -4.031  -0.216
39 C 7.379 -1.127 -5.376  0.095
40 F 8.344 -1.937 -5.872  -0.277
41 C 7.600 0.289 -5.912  0.874
42 F 8.850 0.703 -5.618  -0.272
43 F 7.519 0.183 -7.269  -0.329
44 C 6.586 1.371 -5.508  -0.717
45 O 6.952 2.248 -4.455  -0.402
46 C 6.695 1.944 -3.143  0.871
47 F 5.942 0.833 -3.039  -0.265
48 F 5.947 2.960 -2.650  -0.330
49 C 7.980 1.855 -2.320  0.152
50 F 8.778 0.885 -2.799  -0.225
51 F 7.660 1.551 -1.040  -0.248
52 H 6.405 -1.514 -5.689  0.297
53 H 6.517 2.024 -6.376  0.402
54 H 5.587 0.958 -5.364  0.344
55 H 8.515 2.806 -2.347  0.260
56 F -5.368 -1.138 3.036  -0.261
57 C -4.289 -0.327 3.057  0.958
58 F -3.679 -0.487 4.262  -0.301
59 C -4.687 1.142 2.908  0.847
60 F -5.452 1.523 3.958  -0.294
61 F -3.524 1.841 2.974  -0.199
62 C -5.355 1.571 1.593  -0.716
63 O -6.769 1.704 1.593  -0.440
64 C -7.590 0.647 1.311  0.833
65 F -6.908 -0.440 0.907  -0.280
66 F -8.386 1.018 0.280  -0.314
67 C -8.511 0.330 2.490  0.179
68 F -7.790 -0.011 3.575  -0.209
69 F -9.305 -0.717 2.164  -0.260
70 H -3.590 -0.626 2.269  -0.513
71 H -4.994 2.584 1.420  0.374
72 H -5.001 0.981 0.748  0.393
73 H -9.131 1.196 2.730  0.237